Record 1
Below is C33H22F4N6OOs as an isolated structure, with properties calculated with wB97M-V/def2-TZVPD.

The geometry in ORCA input format:
```
! wB97M-V def2-TZVPD RIJCOSX def2/J DEFGRID3
* xyz 0 5
Os -1.52787 -1.39786 -0.32161
F 3.31604 2.55200 2.34101
F -1.24331 3.18490 5.16082
F 1.03278 1.91737 1.23102
F 1.02902 3.84335 6.27149
O -2.34835 -2.89656 -1.05818
N 5.84874 2.95523 3.98234
N -1.41520 4.32998 -8.48853
N -3.73702 3.20342 3.04309
N -1.50853 0.14160 0.92800
N 3.81688 4.62991 7.30481
N 0.08484 -1.81056 0.32711
C 3.65908 4.11974 6.28321
C -1.52809 -0.26665 -1.92468
C 3.33870 -0.66979 1.51005
C 2.08974 -1.57109 3.36379
C 1.01519 -1.85452 2.53786
C -0.75701 -3.91615 -2.55372
C -0.20585 2.48776 3.15860
C -2.62870 1.35157 -4.89895
C 1.06286 3.37080 5.03140
C -3.18433 -3.66257 -3.14651
C 1.12564 -1.52012 1.17260
C -1.43320 3.67648 -7.54373
C -1.49645 1.26181 -4.08476
C 2.30231 3.19934 4.38259
C 2.39041 -0.60838 -0.82118
C 3.24282 -0.98300 2.85802
C -1.45609 2.85281 -6.35818
C -0.34647 1.97902 -4.41863
C 4.80619 3.20441 4.40635
C -2.18697 -3.94809 -2.03765
C 3.55044 3.51014 5.00300
C -2.49133 -5.25681 -1.33017
C 1.01725 2.34913 2.49845
C -1.51780 0.43538 -2.91532
C 2.21510 2.68348 3.07548
C -1.46458 2.09528 2.53817
C 2.28881 -0.92766 0.64336
C -0.24473 -2.47302 3.07328
C -0.13134 3.02924 4.44572
C -2.71274 2.72000 2.83386
C -1.50041 1.04827 1.66240
C -0.32481 2.76991 -5.55117
C -2.60962 2.14384 -6.03044
H -0.10427 -2.79663 4.10312
H 2.64601 -1.51048 -1.38327
H -0.05200 -4.05665 -1.73191
H 2.02459 -1.81533 4.41737
H -2.97101 -2.69579 -3.60490
H -3.51825 0.79711 -4.63352
H -1.77642 -5.43067 -0.52425
H -2.42835 -6.08689 -2.03519
H -1.07185 -1.75777 3.05763
H -3.49597 -5.23383 -0.90644
H 1.45122 -0.23218 -1.22437
H 0.52662 1.91018 -3.78410
H -3.12071 -4.43559 -3.91378
H 3.16816 0.13266 -0.99975
H -4.19985 -3.64611 -2.74978
H 4.23809 -0.20631 1.12461
H -3.48279 2.21940 -6.66356
H 0.56350 3.32739 -5.81473
H 4.07111 -0.76467 3.52060
H -0.60190 -4.71074 -3.28440
H -0.54739 -2.95661 -3.03052
H -0.55056 -3.33384 2.47666
*
```

Output
Orbital gap (spin up / spin down) = 6.872 / 5.438 eV
Energy relative to the best compared isomer or geometry (same formula, charge and spin) = 0.000 eV
LUMO (spin up / spin down) = -1.26 / -3.27 eV
Expectation value of S² = 6.09
HOMO (spin up / spin down) = -8.137 / -8.703 eV
Maximum force = 0.54 eV/Å


Record 2
Below is C33H23BClF2IMnN2O3Sb as an isolated structure at a distorted geometry, with properties calculated with wB97M-V/def2-TZVPD.

The geometry in ORCA input format:
```
! wB97M-V def2-TZVPD RIJCOSX def2/J DEFGRID3
* xyz -1 6
I 1.67246 -0.62177 4.77858
Sb -1.26829 -0.63939 -0.20248
Mn 1.59112 -0.52440 -0.35021
Cl 7.23473 -0.31391 3.55570
F 2.68438 -3.34737 -0.02053
F 0.48931 -3.34175 -0.42516
O 1.22640 -0.46676 -2.22801
O 1.37336 1.02572 -3.89159
O 1.67892 -0.57738 1.59464
N 1.21152 1.51078 -0.39578
N 3.66205 -0.36004 -0.21128
C 4.01368 -0.41257 1.12998
C 4.66536 -0.35185 -1.13621
C -2.71039 2.67285 -2.82003
C -2.10026 1.18495 -1.00548
C -2.37808 -2.11047 -1.30905
C 1.29866 0.73684 -2.71815
C -2.02522 -0.81061 2.76244
C -4.78786 -0.68229 2.47993
C -4.22186 -0.79973 3.74740
C -2.84444 -0.86205 3.88891
C -3.69770 -4.19149 -2.64289
C -2.96591 3.40501 -0.54965
C -2.88560 -3.20370 -0.60357
C -3.54281 -4.23393 -1.26332
C 1.26514 1.87231 -1.66879
C -2.51165 -2.09804 -2.69452
C 1.40051 4.16346 -1.06849
C -2.46989 2.18602 -0.10288
C 1.37528 3.78173 0.25634
C -3.97320 -0.62871 1.35810
C 1.35434 3.18801 -2.05650
C 5.58666 -0.39089 2.94932
C 5.98860 -0.31902 -0.79204
C 3.24687 -0.52614 3.40825
C 6.37685 -0.30208 0.56222
C 2.93792 -0.51519 2.05028
C -2.20915 1.45616 -2.36919
C -2.58308 -0.69354 1.49147
C -3.17662 -3.12461 -3.35748
C 5.36450 -0.36772 1.55908
C 1.28221 2.43205 0.55904
C -3.09630 3.64695 -1.91152
C 4.56005 -0.46074 3.86347
B 1.61768 -2.60405 -0.30171
H -4.85966 -0.84280 4.62214
H 6.73650 -0.30287 -1.57537
H -0.94614 -0.86100 2.87924
H -2.07930 -1.30063 -3.28126
H -2.39994 -0.95245 4.87278
H 1.26051 2.05460 1.57593
H -3.27564 -3.09248 -4.43579
H 1.39098 3.40668 -3.11473
H 4.34913 -0.36268 -2.17356
H -4.20967 -4.99469 -3.15887
H -3.25231 4.16540 0.16749
H 7.41759 -0.25420 0.84497
H -2.77009 -3.25604 0.47294
H 1.46594 5.21170 -1.33247
H -1.87680 0.73309 -3.10052
H 1.43101 4.50896 1.05478
H -4.41912 -0.53728 0.37325
H -3.92835 -5.07454 -0.69874
H -2.38119 2.01184 0.96456
H -5.86488 -0.63455 2.36893
H 4.78127 -0.45995 4.92172
H -2.79103 2.85946 -3.88412
H -3.48905 4.59378 -2.26194
*
```

Output
Orbital gap (spin up / spin down) = 4.277 / 6.577 eV
Energy relative to the best compared isomer or geometry (same formula, charge and spin) = 1.603 eV
LUMO (spin up / spin down) = 2.29 / 2.22 eV
Expectation value of S² = 8.89
HOMO (spin up / spin down) = -1.984 / -4.355 eV
Maximum force = 1.71 eV/Å


Record 3
Below is C33H23BiBrN4O5S as an isolated structure at a distorted geometry, with properties calculated with wB97M-V/def2-TZVPD.

The geometry in ORCA input format:
```
! wB97M-V def2-TZVPD RIJCOSX def2/J DEFGRID3
* xyz -1 1
Bi -0.36048 -0.02679 -0.02495
Br 7.35304 -3.32142 -0.27326
S -1.74608 -0.51692 -2.13050
O -2.40866 0.63096 0.45191
O -0.51929 -2.23515 0.30989
O 0.78780 2.07015 1.74570
O -0.98859 -4.35384 -0.10075
O 2.23111 -0.11327 5.05758
N 0.39552 2.15742 -1.40877
N 0.40243 0.35782 3.21382
N 2.68850 0.49497 -0.95241
N -0.66535 0.00497 2.43634
C -0.77813 -2.00019 -4.16044
C 4.46741 2.72424 5.04722
C 4.62878 -2.50654 -0.06994
C -0.41447 4.36907 -1.77106
C -0.92833 -1.94560 -2.76779
C 5.09202 0.07912 -0.96828
C 3.57249 -1.62774 -0.21985
C -2.88388 -0.86029 2.29745
C 2.70472 1.74124 -0.72708
C -0.72303 -3.23459 -0.50779
C 2.75941 1.05268 4.67964
C -0.52760 -3.04851 -1.99949
C -5.00703 -2.02888 2.27905
C 3.92589 3.51827 4.04269
C -0.59142 2.99789 -1.69656
C 1.08130 1.40386 2.76798
C 1.87462 4.01340 -1.19612
C 0.17935 -4.19112 -4.02784
C -4.38040 -0.64971 0.40834
C 3.78530 -0.32322 -0.67670
C -3.82532 -1.69696 2.90553
C 5.90685 -2.09217 -0.40617
C 1.61498 2.64595 -1.12979
C -0.24228 -3.10680 -4.78765
C 2.82376 3.06213 3.34286
C 0.02831 -4.15036 -2.65578
C -3.18190 -0.27515 1.03782
C 6.15055 -0.80461 -0.84711
C 2.23822 1.82877 3.61978
C -5.26741 -1.51921 1.00888
C 0.85138 4.87853 -1.53409
C -1.65822 -0.56204 3.00053
C 3.88263 1.51608 5.37096
H -1.55923 2.53540 -1.86094
H 4.36489 4.48070 3.81130
H -1.61130 -0.77970 4.07060
H 4.45089 -3.50654 0.29995
H 3.54889 2.23452 -0.23524
H 1.03358 5.94323 -1.60424
H 5.27082 1.08860 -1.31741
H -1.11215 -1.14447 -4.73278
H 2.87386 4.38106 -1.00198
H 1.40447 -0.23047 4.48592
H -0.17184 -3.13177 -5.86880
H 7.15582 -0.49306 -1.09503
H -3.59884 -2.10610 3.88412
H 0.60526 -5.06364 -4.50709
H -6.17214 -1.81098 0.48900
H 2.37660 3.66142 2.55874
H 0.31824 -4.99812 -2.04943
H -4.56865 -0.24995 -0.57902
H -1.24507 5.01739 -2.01187
H 2.57057 -1.94858 0.03537
H 4.27529 0.90230 6.17153
H 5.34973 3.05443 5.58220
H -5.71570 -2.68572 2.76684
*
```

Output
Orbital gap = 6.502 eV
LUMO = 1.54 eV
HOMO = -4.960 eV
Maximum force = 1.23 eV/Å


Record 4
Below is C33H23Br2N6O5STa as an isolated structure at a distorted geometry, with properties calculated with wB97M-V/def2-TZVPD.

The geometry in ORCA input format:
```
! wB97M-V def2-TZVPD RIJCOSX def2/J DEFGRID3
* xyz 2 1
Ta 0.05133 0.31753 0.76536
Br 0.11160 -6.80473 3.17851
Br 3.08974 4.31022 1.65943
S -2.32654 1.60139 1.07333
O 1.06853 0.43311 2.82494
O -3.55568 0.90192 1.00674
O 1.01799 2.00864 1.35359
O -0.73466 -1.31863 0.89359
O -1.36719 1.08432 2.10618
N -1.31348 0.14827 -2.24113
N -1.36465 1.24212 -0.23231
N 1.85377 -1.05718 0.68909
N -1.77789 7.41872 1.16735
N 1.49076 0.94926 -0.94625
N -3.03324 1.72418 -1.80814
C 2.25889 2.66206 -2.42935
C 3.87178 1.29285 -1.29510
C 0.73166 -3.02347 1.58329
C -0.58392 -2.54601 1.40847
C -1.99186 6.08805 1.21381
C -2.35549 3.33208 1.22610
C 1.60330 3.15875 5.94568
C 5.18854 0.91082 -0.95390
C -2.97512 0.57030 -3.88753
C 2.71326 4.64599 4.40882
C 3.56846 2.34452 -2.18354
C -3.10956 4.11912 0.35112
C 3.03191 -0.45258 0.19865
C -1.27885 5.27736 2.11992
C 1.24937 1.94833 -1.77883
C 1.31924 2.30000 4.90499
C -1.83478 -0.07861 -3.44558
C -2.93215 5.47870 0.35658
C 1.27324 1.64917 2.56526
C 2.30285 4.32929 5.69518
C -3.54780 1.47886 -3.01319
C -1.95025 1.04296 -1.48844
C -1.45380 -4.60882 2.26521
C 0.92600 -4.31138 2.10659
C 1.70020 2.60619 3.59342
C 2.40919 3.80293 3.35378
C 5.40122 -0.09217 -0.04974
C 4.32272 -0.77772 0.53556
C -1.66440 -3.35277 1.73176
C -0.15528 -5.08582 2.45816
C -1.45213 3.91704 2.11939
C 1.86731 -2.27517 1.13961
C 2.79111 0.60789 -0.70224
H 2.54591 4.99954 6.50884
H -0.92982 3.29709 2.83216
H -1.32126 -0.80692 -4.06165
H 2.81239 -2.81399 1.14553
H 1.92961 -4.69680 2.23467
H -2.32651 8.00748 0.56706
H -2.29726 -5.23170 2.52896
H -3.52442 6.10005 -0.30326
H 1.28888 2.92163 6.95237
H 4.52906 -1.54694 1.26844
H -3.40584 0.38144 -4.85918
H -0.59476 5.73485 2.82403
H 6.02016 1.43473 -1.40682
H 1.99372 3.46845 -3.09730
H 4.37342 2.89558 -2.65365
H -2.66721 -2.98054 1.56499
H -4.44094 2.03763 -3.26604
H 6.40919 -0.37086 0.22410
H 3.27632 5.54944 4.22069
H 0.21410 2.20516 -1.94287
H -1.15457 7.85751 1.81983
H 0.77384 1.38107 5.07706
H -3.82595 3.65018 -0.30469
*
```

Output
Orbital gap = 6.737 eV
LUMO = -6.43 eV
HOMO = -13.170 eV
Maximum force = 4.00 eV/Å